{
  "formula": "C2H3OP",
  "method": "ωB97M-V/def2-TZVPD",
  "homo_energy_ev": -9.600,
  "smiles": "O=C1CP1",
  "energy_ev": -13455.4007,
  "e_above_lowest_kj_mol": 227.52,
  "elements": ["C", "C", "O", "P", "H", "H", "H"],
  "xyz": [[-1.037, -1.103, 0.259], [-0.292, -0.111, -0.480], [-1.468, -2.459, 0.229], [-1.123, 0.447, 1.127], [0.784, -0.218, -0.550], [-0.745, 0.256, -1.395], [-0.053, 0.099, 1.965]],
  "lowdin_charge": [-0.55, -0.33, -0.12, 0.92, 0.08, 0.08, -0.07]
}